i.
ORCA calculation (ωB97M-V/def2-TZVPD) on a 13-piece molecular cluster, H26O13 overall.

Each line ends with the Löwdin charge.
Cartesian coordinates (Å):
H  -0.24  0.16  3.30  -0.007
H  0.19  3.50  2.08  0.019
O  1.46  -1.90  -1.11  -0.032
H  0.21  2.05  -0.43  -0.023
O  2.78  -1.24  2.64  -0.055
H  0.16  -1.11  3.90  0.049
H  -3.17  1.76  1.23  0.038
H  -2.31  1.10  -1.21  0.051
H  2.82  -0.77  1.82  -0.036
O  -4.34  -0.38  -0.36  -0.055
H  -4.63  0.53  -0.38  0.018
H  1.38  -2.29  -0.22  0.081
H  3.38  0.51  -0.69  0.007
H  4.29  1.03  0.40  0.066
H  -1.04  -2.47  1.10  0.049
H  -3.43  -0.45  -0.68  -0.014
O  0.53  0.71  -2.85  -0.051
H  0.71  -1.77  -2.75  -0.007
H  0.67  -0.48  -0.28  -0.019
O  0.74  -1.76  -3.71  -0.057
H  1.46  0.91  -2.94  0.065
H  -0.65  -0.22  0.42  0.017
H  -1.12  0.52  -1.91  -0.060
O  -2.46  1.50  1.81  -0.015
H  0.16  2.51  -1.85  -0.004
O  0.01  2.81  -0.96  -0.042
H  -2.84  0.71  2.17  0.037
H  2.19  -0.69  3.15  -0.005
H  0.86  -2.70  -3.91  0.074
H  0.56  -0.04  -3.46  0.020
O  -1.58  -2.21  0.34  -0.038
O  0.35  2.60  2.27  -0.034
H  2.16  -2.45  -1.39  0.063
O  3.66  0.33  0.19  -0.022
H  -1.18  -2.66  -0.42  0.047
H  -0.40  2.15  1.90  -0.027
O  0.32  -0.16  3.98  -0.027
O  0.30  0.02  0.45  -0.058
O  -1.95  0.30  -1.61  -0.012

Computed properties:
Kohn-Sham gap in eV: 10.1
HOMO in eV: -10.60
LUMO energy in eV: -0.46

***

ii.
ORCA calculation (ωB97M-V/def2-TZVPD) on a 13-piece molecular cluster, H26O13 overall.

Each line ends with the Löwdin charge.
Cartesian coordinates (Å):
O  0.98  -2.56  2.66  -0.217
O  3.08  -2.00  0.94  -0.008
H  2.73  -1.19  0.82  -0.117
O  -1.76  1.71  -2.30  -0.051
H  -0.92  2.86  0.33  -0.026
H  -3.04  0.92  0.88  -0.025
H  0.22  0.43  2.87  0.054
O  -0.99  -2.29  -2.71  -0.085
H  -0.44  -0.96  0.20  -0.013
H  1.17  2.78  -0.74  -0.006
H  0.01  -2.39  -2.58  0.096
O  -1.81  -1.90  -0.37  -0.055
H  -0.85  2.30  -0.93  0.067
H  -4.39  -0.09  -0.86  0.032
O  2.10  2.62  -0.74  -0.011
O  -2.90  0.87  1.81  0.011
H  1.13  -1.53  2.81  -0.030
H  -2.10  1.26  1.88  -0.048
H  -2.40  1.10  -1.86  0.013
H  -3.07  -0.76  -0.71  0.098
H  2.58  0.59  -1.52  0.058
H  -2.11  -2.33  0.41  0.095
H  2.49  3.01  -1.48  0.024
H  1.45  -2.87  1.77  0.053
H  1.35  -0.20  -0.71  -0.086
O  2.88  0.30  0.73  -0.015
O  -0.37  2.31  -0.04  -0.005
H  -0.11  0.48  -0.19  0.128
H  2.27  0.76  0.33  -0.083
O  1.02  -0.09  2.95  -0.041
H  3.88  -1.99  1.41  0.028
H  1.43  0.17  2.06  0.066
O  0.27  -0.39  0.32  -0.053
H  -2.37  -2.48  -0.93  0.103
O  -3.52  0.19  -0.85  -0.068
O  1.92  -0.15  -1.48  -0.089
H  -1.27  -1.58  -2.11  -0.007
H  3.78  0.67  0.58  0.139
H  -2.30  2.43  -2.66  0.073

Computed properties:
Kohn-Sham gap in eV: 8.3
HOMO in eV: -8.74
LUMO energy in eV: -0.46

***

iii.
ORCA calculation (ωB97M-V/def2-TZVPD) on a 13-piece molecular cluster, H26O13 overall.

Each line ends with the Löwdin charge.
Cartesian coordinates (Å):
O  -4.23  2.33  1.44  -0.125
H  2.11  0.32  1.46  -0.006
H  -2.96  -1.62  1.64  0.020
O  -3.41  -1.59  0.82  -0.091
H  -1.38  3.47  -0.98  -0.008
H  0.98  0.26  0.30  0.013
H  3.40  0.39  0.59  0.053
O  4.10  -1.25  0.72  -0.027
H  -4.07  2.04  0.46  0.081
H  -4.69  -0.33  -1.62  0.018
O  1.22  -2.67  3.24  -0.046
O  3.71  1.23  -2.73  -0.016
H  3.61  0.52  -2.07  0.027
H  1.71  4.41  2.19  0.001
H  1.40  -1.99  3.85  0.009
H  2.60  -1.93  -1.40  -0.016
O  -0.59  -2.05  -0.70  -0.054
H  -1.77  -1.39  -2.62  0.075
H  -0.18  0.91  0.82  -0.006
O  -4.13  -1.03  -1.36  -0.090
H  1.09  -2.04  -1.10  0.020
H  -1.39  -0.46  -1.47  0.018
O  0.15  0.05  0.79  -0.045
H  -3.21  -0.83  -1.73  0.020
H  1.68  -3.47  3.54  0.042
H  -0.18  2.83  -1.57  0.089
H  -5.18  2.14  1.65  0.044
H  3.31  0.94  -3.49  -0.025
O  1.19  4.67  1.45  -0.095
H  4.91  -0.98  0.36  0.029
H  3.75  -1.98  0.16  0.072
O  -0.64  3.01  -0.71  -0.024
H  -1.35  -2.46  -1.19  0.099
O  2.55  0.88  0.86  -0.084
H  -0.87  -2.08  0.16  0.001
H  -4.18  -2.26  0.78  0.091
O  1.83  -1.43  -1.35  -0.041
O  -1.50  -0.42  -2.43  -0.084
H  0.62  3.82  1.27  0.063

Computed properties:
Kohn-Sham gap in eV: 10.6
HOMO in eV: -10.53
LUMO energy in eV: 0.04

***

iv.
ORCA calculation (ωB97M-V/def2-TZVPD) on H26O13 as an isolated structure.

Each line ends with the Löwdin charge.
Cartesian coordinates (Å):
O  -0.01  0.42  -0.40  -0.039
H  2.61  1.18  1.49  0.099
H  -0.63  -0.37  2.72  -0.053
H  -2.00  -1.06  -2.71  -0.064
O  2.77  -1.22  -2.06  -0.101
H  0.64  -2.37  0.35  -0.036
H  2.28  -0.44  -2.33  -0.179
O  1.69  1.46  1.42  -0.053
H  -1.81  1.24  2.14  0.082
O  -1.36  -0.99  2.95  -0.126
O  -1.36  2.16  -2.47  -0.071
H  0.82  2.92  0.73  0.063
H  -2.64  -0.16  -1.47  0.116
H  -2.14  -0.32  3.00  0.065
H  -2.56  0.62  1.04  0.047
H  2.68  -1.13  -1.05  0.025
H  -1.53  2.61  -1.63  0.031
H  -0.72  -2.69  0.71  -0.026
O  -1.82  1.17  1.14  -0.026
O  0.27  3.77  0.97  -0.061
H  -0.17  -0.56  -0.30  0.059
O  1.71  0.63  -2.61  0.164
H  -1.44  1.21  -2.50  -0.054
H  -1.21  -2.59  -1.68  -0.002
H  2.61  -2.73  0.30  0.125
O  -0.24  -2.44  0.03  0.031
H  0.74  0.65  3.73  0.165
H  2.62  1.01  -2.54  0.154
H  2.69  -1.48  1.02  -0.012
H  0.40  1.41  2.35  -0.045
H  1.43  0.82  -1.90  -0.135
O  2.08  -2.00  0.68  0.031
H  -0.72  0.67  0.11  -0.074
H  -0.31  3.65  1.66  -0.034
O  0.02  0.93  3.04  -0.073
O  -1.76  -3.05  -2.33  -0.089
H  -2.66  -3.43  -2.09  0.091
O  -2.24  -0.29  -2.40  -0.008
H  1.23  0.77  0.95  0.013

Computed properties:
Kohn-Sham gap in eV: 9.2
HOMO in eV: -9.92
LUMO energy in eV: -0.67

***

Which of them is most stable, and which least? Most stable: i; least stable: iv.